DFT (ωB97M-V/def2-TZVPD) results for C26H46LaO2P2 as an isolated structure in a non-equilibrium geometry.

Calculated values
* HOMO-LUMO gap: 6.673 eV
* total charge: +1
* spin multiplicity: 1
* ΔE to the lowest compared entry with this formula, charge and spin: 707.0 kJ/mol
* calculated total energy: -1882.64237 Eh

Positions of all 77 atoms, in Å:
La1 2.3223 -0.2214 -0.1864
C1 2.2141 -0.1514 2.2448
C2 1.3848 -1.3090 1.7713
C3 3.6092 -1.7539 1.2076
C4 3.6277 -0.4944 1.8861
C5 2.2569 -2.2749 1.1878
C6 1.8530 0.3900 3.6254
H1 1.3460 -0.3886 4.2212
H2 1.2089 1.2892 3.5695
H3 2.7613 0.6073 4.1958
C7 4.8186 0.1570 2.5358
H4 4.8214 0.0407 3.6358
H5 4.9211 1.2372 2.3344
H6 5.7570 -0.2934 2.1917
C8 4.8120 -2.4539 0.6501
H7 5.5708 -2.5910 1.4378
H8 5.2331 -1.8926 -0.1963
H9 4.5629 -3.4549 0.2916
C9 1.8097 -3.6576 0.7610
H10 1.9312 -4.3852 1.5818
H11 2.3720 -4.0288 -0.1119
H12 0.7308 -3.6642 0.5306
C10 -0.0027 -1.5983 2.2574
H13 -0.1580 -2.6697 2.4773
H14 -0.7147 -1.3148 1.4632
H15 -0.2382 -1.0356 3.1756
C11 -2.1303 2.4357 1.9377
C12 -2.0072 1.6065 3.0050
C13 -2.8738 0.3714 3.1453
C14 -4.0512 0.2328 2.1183
C15 -3.8911 -0.6842 0.9232
C16 -2.9311 -0.5296 -0.0118
C17 -1.8324 0.4464 0.3917
C18 -2.2434 1.9146 0.5114
H16 -3.3133 0.4941 4.1466
H17 -4.4033 1.2198 1.7887
H18 -2.3069 -0.5817 3.1162
H19 -3.2714 2.0760 0.1036
H20 -2.1766 3.5068 1.9856
H21 -1.3577 1.7990 3.8734
H22 -1.4828 2.4876 -0.0765
H23 -1.5099 0.1534 1.3760
H24 -2.8024 -1.1265 -0.9272
H25 -0.9194 0.3596 -0.2237
H26 -4.9061 -0.1217 2.7064
H27 -4.6048 -1.5236 0.8713
P1 -1.9774 0.9066 -2.6929
P2 0.3228 -1.3033 -3.8299
C19 -1.9134 0.4442 -4.4911
C20 -0.5794 -0.1347 -5.0033
H28 -2.1520 1.3534 -5.0808
H29 -2.7170 -0.3053 -4.6657
H30 -0.7585 -0.6309 -5.9661
H31 0.1363 0.6861 -5.1559
C21 1.1896 -2.2500 -5.1594
H32 1.7518 -3.0440 -4.6882
H33 1.9226 -1.5889 -5.6313
H34 0.5075 -2.6581 -5.9037
C22 -1.0360 -2.5490 -3.5674
H35 -1.6497 -2.7653 -4.4577
H36 -1.6871 -2.2352 -2.7471
H37 -0.5477 -3.4611 -3.2059
C23 -1.3385 2.6715 -2.8008
H38 -0.6228 2.8546 -1.9847
H39 -2.1851 3.3836 -2.7460
H40 -0.8066 2.7797 -3.7606
C24 -3.8385 1.3896 -2.5326
H41 -4.2970 1.7267 -3.4756
H42 -3.8431 2.2338 -1.8146
H43 -4.4160 0.5326 -2.1201
C25 2.3714 3.9794 2.4993
O1 1.7953 2.6878 2.1511
C26 2.2029 1.8322 1.2653
O2 2.9379 2.0872 0.2604
H44 1.9080 4.6927 1.8150
H45 3.4664 3.8835 2.4670
H46 2.0571 4.1761 3.5230